C19H51FGaN4O6S as an isolated structure in a non-equilibrium geometry, computed with the ωB97M-V functional and the def2-TZVPD basis.

The calculation puts the LUMO energy at 1.83 eV. Its net charge is -1. As for the multiplicity: 1. As for the electronic energy: -104697.9011 eV. Its maximum force is 5.5 eV Å⁻¹.

```
83
Properties=species:S:1:pos:R:3:mulliken_charge:R:1
C -8.3093 3.7419 0.7832 -0.68
C -7.5506 2.4333 0.6844 -0.13
C -6.5590 2.3113 -0.6515 -0.61
Ga -4.7682 1.3480 -0.2800 0.33
S -3.1781 3.0508 -0.0031 0.86
O -1.9658 2.6753 -0.8886 -0.56
O -2.8066 3.1162 1.5262 -0.60
F -3.9101 4.5320 -0.5634 -0.33
H -7.6469 4.7268 0.9047 0.26
H -9.4897 3.7624 0.6784 0.21
H -7.6826 1.5693 1.4706 0.25
H -7.1874 1.8587 -1.5460 0.30
H -6.2881 3.4213 -0.9966 0.20
H -4.3982 0.4197 -1.5417 -0.23
H -4.9216 0.4393 1.0341 -0.24
C 0.8256 -0.4553 -0.7029 -1.42
C 0.6223 0.5459 0.4307 0.52
C 1.8462 0.6760 1.3673 -0.81
O 1.9956 -0.4038 2.2933 -0.42
C 2.6294 -1.5543 1.7559 -0.64
N -0.5903 0.1807 1.1783 -0.61
H 0.7548 -1.4941 -0.3671 0.23
H 0.0598 -0.3168 -1.4734 0.44
H 1.8024 -0.3161 -1.1785 0.23
H 0.4580 1.5271 -0.0314 0.36
H 1.7048 1.5727 1.9826 0.37
H 2.7723 0.8334 0.8007 0.39
H 3.3992 -1.2980 1.0217 0.24
H 1.8848 -2.2180 1.3129 0.23
H 3.1037 -2.0965 2.5785 0.36
H -0.7750 0.9044 1.8742 0.26
H -0.3630 -0.6437 1.7411 0.28
C -10.6824 3.8636 6.3405 -1.41
C -9.7087 3.3673 5.2755 0.29
C -9.7948 4.1520 3.9455 -0.61
O -10.9212 3.8103 3.1329 -0.33
C -12.1288 4.4585 3.5012 -0.71
N -9.9243 1.9278 5.0653 -0.76
H -11.7127 3.5480 6.1513 0.28
H -10.4038 3.4685 7.3232 0.36
H -10.6671 4.9568 6.4069 0.33
H -8.6963 3.5080 5.6736 0.41
H -8.9125 3.8961 3.3465 0.33
H -9.7505 5.2352 4.1131 0.37
H -11.9573 5.4734 3.8725 0.32
H -12.6594 3.8636 4.2467 0.22
H -12.7665 4.5182 2.6151 0.25
H -9.2101 1.5811 4.4237 0.29
H -10.7948 1.8255 4.5364 0.33
C 4.9545 -2.6472 -3.7179 -1.49
C 3.7009 -2.7797 -2.8580 0.76
C 3.9691 -3.3962 -1.4651 -0.08
O 4.1606 -4.8136 -1.4762 -0.46
C 5.4735 -5.2257 -1.8233 -0.55
N 2.6915 -3.5491 -3.6010 -0.76
H 5.2823 -3.6029 -4.1374 0.24
H 4.7661 -1.9764 -4.5628 0.39
H 5.7839 -2.2259 -3.1396 0.23
H 3.3110 -1.7670 -2.6981 0.15
H 3.0808 -3.2250 -0.8451 0.03
H 4.8019 -2.8952 -0.9563 0.18
H 6.2358 -4.5318 -1.4564 0.17
H 5.5537 -5.3441 -2.9053 0.24
H 5.6526 -6.2055 -1.3722 0.31
H 1.8240 -3.5543 -3.0631 0.30
H 2.9886 -4.5287 -3.5906 0.32
C 11.6771 -2.0490 -2.7601 -1.37
C 10.7321 -2.1900 -3.9499 0.35
C 9.3907 -1.4425 -3.7658 -0.82
O 8.4637 -2.1025 -2.8994 -0.15
C 8.6886 -1.8752 -1.5167 -0.72
N 10.5180 -3.6192 -4.2227 -0.75
H 11.3799 -2.6681 -1.9085 0.28
H 12.6895 -2.3584 -3.0407 0.35
H 11.7307 -1.0081 -2.4231 0.34
H 11.2372 -1.7472 -4.8171 0.40
H 8.8957 -1.3946 -4.7433 0.31
H 9.5482 -0.4043 -3.4484 0.41
H 9.0634 -0.8664 -1.3186 0.37
H 9.3788 -2.6234 -1.1229 0.24
H 7.7370 -1.9990 -0.9926 0.17
H 9.9633 -3.7093 -5.0748 0.27
H 9.8980 -3.9780 -3.4913 0.32
```

---

A 4-piece molecular cluster, C3H10NO3S overall in a non-equilibrium geometry, computed with the ωB97M-V functional and the def2-TZVPD basis.

The calculation puts the LUMO energy at -1.41 eV. Its net charge is -1. As for the multiplicity: 1. As for the electronic energy: -21735.5857 eV. As for the relative energy (zero: lowest compared OMol25 entry of this formula, charge and spin): 766.7 kJ/mol. Its maximum force is 2.2 eV Å⁻¹.

```
18
Properties=species:S:1:pos:R:3:mulliken_charge:R:1
O -0.6508 2.4761 0.0042 -0.88
C -1.4657 1.3777 0.1617 -0.63
C -1.2470 0.2861 -0.9000 0.32
C -0.1292 -0.7116 -0.6635 -0.59
S 1.4896 -2.7845 2.5721 -0.25
N 0.0014 0.4035 -1.6072 -0.65
H -1.2779 0.9682 1.1784 0.29
H -2.5313 1.6700 0.1232 0.31
H 0.0424 -0.9228 0.3868 0.10
H -0.2253 -1.6079 -1.2462 0.33
H -2.1039 -0.1944 -1.3513 0.39
H 0.5079 1.1370 -1.1089 0.31
H 3.0587 -2.7620 -0.3769 0.30
H 2.2372 -2.1343 0.7138 0.25
O 2.2923 -2.1882 -0.2592 -0.54
H -1.8320 4.7121 -1.3542 0.26
H -1.3602 3.2528 -1.0449 0.43
O -1.9209 3.8246 -1.7158 -0.75
```

---

C13H11BF10GaN3O4S4SeSi as an isolated structure, computed with the ωB97M-V functional and the def2-TZVPD basis.

The calculation puts the LUMO energy at 4.06 eV. Its net charge is -2. As for the multiplicity: 1. As for the electronic energy: -223123.2659 eV. As for the relative energy (zero: lowest compared OMol25 entry of this formula, charge and spin): 289.7 kJ/mol. Its maximum force is 0.3 eV Å⁻¹.

```
49
Properties=species:S:1:pos:R:3:mulliken_charge:R:1
Ga -0.7661 -0.4804 0.5929 0.78
F -1.3359 -5.9726 -0.7209 -0.26
C -1.5421 -4.6929 -1.0637 0.68
F -0.3599 -4.1028 -1.2116 -0.20
F -2.1726 -4.6781 -2.2438 -0.24
S -2.5842 -3.8400 0.2052 1.04
O -2.4028 -2.4334 -0.0969 -0.53
O -3.8766 -4.4220 0.0098 -0.66
N -1.9628 -4.2705 1.5806 -0.63
S -0.9318 -3.2612 2.2671 1.34
O 0.2283 -2.9728 1.4591 -0.62
O -1.5754 -2.1531 2.9144 -0.62
C -0.3424 -4.3993 3.5957 0.45
F -1.3155 -4.6170 4.4868 -0.24
F 0.0270 -5.5777 3.0882 -0.23
F 0.6963 -3.8526 4.2091 -0.19
S -1.5735 0.5502 -2.3351 -0.39
C -0.6436 1.6543 -3.2378 -0.05
C -0.5848 1.5316 -4.6573 -0.81
C 0.2111 2.3259 -5.4455 0.89
C 0.1834 2.1400 -6.8753 -0.09
N 0.1469 1.9945 -8.0152 -0.58
C 1.0309 3.3223 -4.8712 0.17
C 0.9627 3.4938 -3.4957 -0.43
C 0.1386 2.7150 -2.6974 -0.01
S 0.0518 3.0991 -0.9732 -0.17
C 1.8968 4.1406 -5.6621 -0.05
N 2.6021 4.8037 -6.2872 -0.60
H -1.1920 0.7632 -5.1155 0.47
H 1.5681 4.2607 -3.0302 0.53
F 1.2802 -0.7066 4.5519 -0.36
B 1.5983 0.2325 3.5783 0.29
F 2.9089 0.0437 3.1129 -0.40
F 1.4666 1.5392 4.0844 -0.40
F 0.7054 0.0976 2.4666 -0.08
C 3.4885 4.7788 -0.2645 -1.05
Si 2.7351 3.5924 0.9733 0.67
C 4.0354 2.8370 2.0623 -0.84
C 1.4685 4.5087 1.9877 -1.05
Se 1.7364 1.8776 -0.1670 -0.16
H 4.0023 5.5947 0.2511 0.38
H 2.7041 5.2109 -0.8890 0.21
H 4.2027 4.2752 -0.9170 0.28
H 4.6101 3.6291 2.5503 0.34
H 4.7241 2.2095 1.4939 0.28
H 3.5747 2.2066 2.8233 0.18
H 1.9297 5.3929 2.4373 0.36
H 1.0826 3.8699 2.7838 0.27
H 0.6323 4.8356 1.3678 0.35
```

---

A 2-piece molecular cluster, CH7N2O overall, computed with the ωB97M-V functional and the def2-TZVPD basis.

The calculation puts the LUMO energy at 4.80 eV. Its net charge is -1. As for the multiplicity: 1. As for the electronic energy: -6177.8646 eV. As for the relative energy (zero: lowest compared OMol25 entry of this formula, charge and spin): 45.6 kJ/mol. Its maximum force is 0.9 eV Å⁻¹.

```
11
Properties=species:S:1:pos:R:3:mulliken_charge:R:1
N 1.6444 0.6327 -1.3019 -0.85
H 1.8248 1.4920 -0.7962 0.23
H 0.9877 0.0625 -0.7456 0.45
H 1.0689 0.9191 -2.0867 0.22
N -0.9063 -0.4234 -0.2629 -0.68
C -0.5249 -0.3415 1.2411 -0.07
O -1.2325 0.5397 1.9121 -0.85
H -1.8207 0.0110 -0.3407 0.23
H -1.0570 -1.4150 -0.4249 0.19
H 0.5535 -0.0467 1.2656 0.07
H -0.5379 -1.4302 1.5401 0.08
```